(1)
{"formula": "C2H7NO3", "method": "ωB97M-V with the def2-TZVPD basis set", "species": ["C", "N", "C", "O", "O", "H", "H", "H", "H", "H", "O", "H", "H"], "xyz": [[0.131, -1.210, -1.898], [-0.773, -0.338, -1.208], [-0.330, 0.628, -0.331], [-0.693, 0.682, 0.823], [0.560, 1.500, -0.837], [1.182, -1.013, -1.641], [0.171, -1.176, -2.982], [0.005, -2.226, -1.513], [-1.694, -0.567, -0.868], [1.220, 1.706, -0.141], [0.700, -0.865, 3.021], [0.453, -0.420, 2.214], [1.183, -1.674, 2.841]], "spin_multiplicity": 1, "relative_energy_kcal_mol": 18.6, "lumo_energy_ev": 0.491, "smiles": "CNC(=O)O.O", "homo_lumo_gap_ev": 10.49}



(2)
{"formula": "C22H17N5PdS", "method": "ωB97M-V with the def2-TZVPD basis set", "species": ["Pd", "C", "C", "C", "C", "N", "C", "C", "C", "C", "C", "C", "N", "C", "C", "C", "C", "C", "N", "H", "H", "H", "H", "H", "H", "H", "H", "H", "H", "H", "N", "C", "N", "C", "C", "C", "C", "C", "C", "S", "H", "H", "H", "H", "H", "H"], "xyz": [[-0.084, 0.009, -0.200], [4.330, 0.189, -0.371], [4.619, 1.545, -0.369], [3.590, 2.475, -0.353], [2.273, 2.031, -0.333], [2.012, 0.715, -0.328], [2.993, -0.186, -0.356], [1.095, 2.905, -0.331], [1.129, 4.293, -0.393], [-0.073, 4.986, -0.412], [-1.279, 4.300, -0.384], [-1.255, 2.911, -0.318], [-0.082, 2.265, -0.296], [-2.438, 2.045, -0.286], [-3.753, 2.493, -0.317], [-4.785, 1.567, -0.314], [-4.505, 0.211, -0.265], [-3.169, -0.170, -0.232], [-2.184, 0.727, -0.243], [5.105, -0.564, -0.387], [5.651, 1.875, -0.391], [3.811, 3.533, -0.359], [2.719, -1.233, -0.387], [2.063, 4.835, -0.427], [-0.068, 6.068, -0.449], [-2.208, 4.852, -0.405], [-3.969, 3.552, -0.353], [-5.815, 1.900, -0.363], [-5.284, -0.538, -0.251], [-2.904, -1.219, -0.199], [-0.492, -3.005, -2.713], [-0.299, -3.295, -1.472], [-0.118, -2.404, -0.483], [0.113, -3.033, 0.681], [0.384, -2.414, 1.908], [0.631, -3.212, 2.995], [0.639, -4.661, 2.900], [0.358, -5.306, 1.721], [0.095, -4.516, 0.598], [-0.226, -5.045, -0.973], [-0.470, -2.040, -3.046], [-0.620, -3.722, -3.429], [0.402, -1.331, 1.985], [0.834, -2.757, 3.958], [0.883, -5.245, 3.782], [0.353, -6.388, 1.658]], "spin_multiplicity": 1, "lumo_energy_ev": [-17.157, -17.214], "charge": 4, "homo_lumo_gap_ev": [2.64, 2.59]}



(3)
{"formula": "C5H8FNS", "method": "ωB97M-V with the def2-TZVPD basis set", "species": ["C", "C", "N", "C", "C", "F", "C", "S", "H", "H", "H", "H", "H", "H", "H", "H"], "xyz": [[0.322, 1.720, -0.639], [0.745, 0.376, -0.127], [0.977, 0.046, 1.304], [0.086, -1.178, 1.166], [-0.230, -0.884, -0.306], [0.119, -1.822, -1.217], [-1.615, -0.406, -0.656], [-2.688, 0.037, 0.407], [0.491, 1.735, -1.792], [1.104, 2.298, -0.003], [-0.774, 1.831, -0.392], [1.594, 0.292, -0.779], [1.944, -0.355, 1.537], [0.561, -2.301, 1.322], [-0.782, -1.044, 1.868], [-1.854, -0.344, -1.693]], "spin_multiplicity": 1, "relative_energy_kcal_mol": 56.8, "lumo_energy_ev": -0.359, "smiles": "C[C@H]1NC[C@@]1(F)C=S", "homo_lumo_gap_ev": 8.54}



(4)
{"formula": "C6H10O", "method": "ωB97M-V with the def2-TZVPD basis set", "species": ["C", "C", "C", "C", "C", "C", "O", "H", "H", "H", "H", "H", "H", "H", "H", "H", "H"], "xyz": [[0.828, -1.814, -1.914], [0.376, -1.062, -0.656], [1.460, -0.723, 0.321], [-0.885, -0.638, -0.410], [-1.303, 0.519, 0.349], [-0.399, 1.403, 0.736], [-0.521, 2.352, 1.634], [1.292, -2.784, -1.806], [1.342, -1.161, -2.570], [-0.041, -2.228, -2.378], [0.987, -0.406, 1.309], [2.073, -1.652, 0.326], [2.126, -0.007, -0.064], [-1.747, -0.945, -1.046], [-2.433, 0.788, 0.311], [0.324, 1.593, -0.090], [-0.220, 1.874, 2.383]], "spin_multiplicity": 1, "relative_energy_kcal_mol": 67.9, "lumo_energy_ev": 0.816, "smiles": "CC(C)=C/C=C/O", "homo_lumo_gap_ev": 8.64}



(5)
{"formula": "CaH16O8", "method": "ωB97M-V with the def2-TZVPD basis set", "species": ["Ca", "O", "H", "H", "O", "H", "H", "O", "H", "H", "O", "H", "H", "O", "H", "H", "O", "H", "H", "O", "H", "H", "O", "H", "H"], "xyz": [[0.109, -0.057, -0.180], [-2.293, 0.053, -0.723], [-2.550, -0.014, -1.654], [-2.909, 0.688, -0.335], [-0.178, -2.499, 0.026], [-0.889, -2.747, 0.638], [0.336, -3.307, -0.102], [-1.180, 1.970, 0.918], [-1.429, 2.840, 0.573], [-1.709, 1.867, 1.720], [2.365, -1.079, -0.319], [3.023, -0.854, 0.352], [2.713, -1.868, -0.759], [0.656, 2.030, -1.379], [1.568, 2.310, -1.554], [0.110, 2.769, -1.681], [-0.934, -0.859, 2.121], [-0.445, -1.104, 2.921], [-1.679, -0.333, 2.439], [1.461, 0.837, 1.489], [1.738, 0.287, 2.236], [1.774, 1.728, 1.711], [0.109, -0.792, -2.435], [-0.540, -0.555, -3.112], [0.773, -1.312, -2.910]], "spin_multiplicity": 1, "relative_energy_kcal_mol": 5.1, "lumo_energy_ev": -6.369, "charge": 2, "homo_lumo_gap_ev": 12.41}



(6)
{"formula": "C3H8O3", "method": "ωB97M-V with the def2-TZVPD basis set", "species": ["C", "C", "O", "C", "O", "H", "H", "H", "H", "H", "H", "O", "H", "H"], "xyz": [[0.491, 0.028, -0.461], [-0.483, 1.152, -0.678], [-0.338, 2.034, 0.425], [1.010, 1.806, 0.730], [1.150, 0.451, 0.676], [0.029, -0.949, -0.222], [1.153, -0.118, -1.337], [-1.531, 0.804, -0.743], [-0.219, 1.609, -1.651], [1.669, 2.409, 0.077], [1.148, 2.162, 1.769], [-1.675, -3.967, 0.651], [-1.206, -4.268, -0.160], [-1.197, -3.152, 0.925]], "spin_multiplicity": 1, "relative_energy_kcal_mol": 44.5, "lumo_energy_ev": 0.602, "smiles": "C1COCO1.O", "homo_lumo_gap_ev": 11.08}